ORCA calculation (ωB97M-V/def2-TZVPD) on a structure of composition C5H9N3 in a non-equilibrium geometry.

Last column: natural (NBO) charge in e.
Element x y z (Å)
C1 -0.198 -0.198 -0.674  -0.175
C2 1.216 -0.669 -0.499  -0.658
C3 -0.978 0.121 0.468  0.331
C4 -0.423 1.888 0.636  -0.233
C5 0.805 2.341 0.827  -0.424
N1 -1.267 -1.751 -1.159  -0.106
N2 -0.885 -2.865 -0.874  -0.310
N3 -1.909 -0.299 1.177  -0.596
H1 -0.389 0.419 -1.548  0.243
H2 0.094 -2.933 -0.449  0.272
H3 -2.217 -1.236 0.886  0.365
H4 -1.302 2.505 0.807  0.203
H5 1.428 -0.974 0.527  0.225
H6 1.937 0.091 -0.805  0.241
H7 1.397 -1.565 -1.118  0.224
H8 0.989 3.356 1.179  0.209
H9 1.705 1.769 0.622  0.189

The value obtained for the max |F| is 5.7 eV/A. The value obtained for the molecular weight is 111.1 g mol⁻¹. The energy comes out at -9795.895 eV. As for the energy relative to the best compared isomer or geometry (same formula, charge and spin): 5.572 eV. Its HOMO energy is -0.294 Ha. Its net charge is 0. The calculation puts the HOMO-LUMO gap at 0.321 Ha.